[1]
24
Properties=species:S:1:pos:R:3:forces:R:3 method="wB97M-V/def2-TZVPD" e_above_lowest_kcal_mol=75.3 e_homo_ha=-0.467 total_charge=+1 total_energy_ha=-928.271055
C -2.5646 0.0283 1.9473 0.5 0.2 0.2
C -0.6703 -0.6365 0.6195 1.4 2.1 -1.1
C 0.7609 -0.6837 0.9883 1.1 -1.8 0.4
C -0.6593 0.4049 -0.6220 -2.3 0.1 2.4
C 1.3657 -0.6362 -1.3080 1.0 -0.2 -0.2
C 3.0140 -1.0316 0.5432 3.1 -1.4 -1.0
C 0.4034 1.0244 -2.7198 0.2 0.2 -2.1
C -3.7098 0.4773 2.3720 -0.8 -0.1 0.1
N -1.3600 -0.0727 1.7016 -0.8 0.0 1.1
N 1.6963 -0.7701 0.0819 -2.6 1.3 1.4
N 0.3410 0.1950 -1.5516 -1.8 0.7 1.1
N -1.5678 1.2882 -0.6425 1.8 0.5 -0.8
S 2.3585 -1.2711 -2.3796 0.3 -0.4 -0.9
H -0.9843 -1.6012 0.2765 -0.4 -0.8 -0.4
H 1.0753 -0.8740 2.0454 -0.3 0.7 -0.9
H 3.4766 -0.2870 1.1725 -0.9 0.1 1.0
H 2.9269 -2.0547 0.8808 0.8 0.0 0.9
H 3.8295 -1.0770 -0.2232 -1.5 0.0 -0.1
H 1.4739 1.1121 -2.9145 -0.3 0.4 -0.4
H -0.0606 0.4756 -3.5428 0.2 0.1 -0.2
H -0.0851 2.0123 -2.7102 0.1 -0.6 0.9
H -4.4670 0.0780 3.0601 0.9 -0.4 -0.4
H -4.0261 1.4072 1.9245 0.1 0.3 -0.2
H -1.9728 1.5391 0.2726 -0.1 -0.9 -0.8



[2]
21
Properties=species:S:1:pos:R:3:forces:R:3 method="wB97M-V/def2-TZVPD" e_above_lowest_kcal_mol=76.9 e_homo_ha=-0.340 total_energy_ha=-441.325066 smiles="C#C[C@]1(C)CCN(C)C1=O"
C -1.1952 -1.8015 -2.0696 0.1 -0.9 -0.2
C -0.9991 -0.8015 -1.4624 -0.1 -0.4 -0.2
C -0.5837 -0.3267 0.8823 2.1 1.7 -3.9
C 0.6078 0.9861 -0.8943 -0.4 1.7 -2.1
C 1.6286 0.3260 0.0382 -3.1 -0.9 -0.7
C -0.7775 0.2874 -0.6056 0.1 2.6 1.5
C -1.9329 1.3245 -0.6414 -1.9 0.7 -2.1
C 1.3582 -1.0596 2.1403 3.0 3.7 0.2
N 0.7619 -0.3720 0.9956 0.9 0.3 2.1
O -1.4148 -0.7303 1.6106 -1.6 -0.8 1.7
H -1.2451 -2.7970 -2.3904 -0.2 -0.5 -0.6
H 0.5094 2.1667 -0.7189 0.2 -2.7 -0.2
H 0.9069 0.8578 -2.0344 -0.7 0.3 2.4
H 2.1131 -0.4816 -0.4365 1.2 -0.5 -0.9
H 2.2823 1.0627 0.3980 1.0 0.7 1.1
H -1.9650 1.8908 0.3121 -0.2 -0.4 -0.6
H -3.0086 0.8202 -0.8999 2.7 1.2 1.0
H -1.7647 2.1349 -1.5171 -0.3 -1.9 1.9
H 1.1192 -0.5518 3.1012 -0.3 -0.5 -0.6
H 1.0636 -2.0431 2.1191 -0.4 -2.4 0.3
H 2.5355 -0.8922 2.0732 -2.4 -0.9 -0.1